[1]
Computed, not measured: a single C2H5FN2S molecule in a non-equilibrium geometry, with ωB97M-V with the def2-TZVPD basis set.

```
11
Properties=species:S:1:pos:R:3:lowdin_charge:R:1
H -0.974 0.749 -1.956 0.0517
N -0.004 0.374 -1.883 0.1213
C -0.064 0.140 -0.610 -0.5559
C -1.199 0.186 0.218 -0.0580
F -0.942 -0.934 1.287 -0.2123
N 1.245 0.059 -0.003 -0.4009
S 1.670 -0.306 1.637 0.7382
H -2.175 -0.024 -0.362 0.1499
H -1.169 1.169 0.879 0.1682
H 1.964 0.247 -0.816 0.1389
H 1.647 -1.660 1.608 -0.1411
```

Results
Frontier orbital gap (eV): 9.79
SMILES: [H]/N=C(\CF)NS
Relative energy (zero: lowest compared OMol25 entry of this formula, charge and spin) (kJ/mol): 155.35
E_LUMO (eV): 0.53
DFT total energy (Ha): -686.68217

---

[2]
Computed, not measured: a single C2H5FN2S2 molecule in a non-equilibrium geometry, with ωB97M-V with the def2-TZVPD basis set.

```
12
Properties=species:S:1:pos:R:3:lowdin_charge:R:1
F -1.323 -1.227 0.885 -0.0646
C -0.391 -0.282 1.293 -0.1890
C 0.419 0.236 0.145 -0.5072
N 1.258 -0.442 -0.535 -0.3501
S 1.566 -2.055 -0.234 0.7561
N 0.181 1.543 -0.319 -0.3852
S -1.376 2.245 -0.523 0.7472
H 0.252 -0.722 2.064 0.1224
H -0.964 0.542 1.710 0.0963
H 0.417 -2.430 0.313 -0.1555
H 0.804 1.729 -1.068 0.0582
H -1.885 1.448 -1.511 -0.1288
```

Results
Frontier orbital gap (eV): 9.03
SMILES: FC/C(=N\S)NS
Relative energy (zero: lowest compared OMol25 entry of this formula, charge and spin) (kJ/mol): 13.33
E_LUMO (eV): 0.47
DFT total energy (Ha): -1084.90712

---

[3]
Computed, not measured: 2 unconnected molecules or ions with the total composition C2H5FO in a non-equilibrium geometry, with ωB97M-V with the def2-TZVPD basis set.

```
9
Properties=species:S:1:pos:R:3:lowdin_charge:R:1
C -0.320 -0.032 -2.102 -0.0019
C 0.622 0.391 1.746 -0.1513
O -1.280 -0.902 -2.412 -0.1106
F 1.452 -0.248 2.568 -0.0781
H -0.586 0.291 -1.026 -0.0059
H 1.302 0.942 0.926 0.1306
H 0.102 1.089 2.331 0.0592
H -0.027 -0.283 1.332 0.0311
H -1.264 -1.248 -3.363 0.1268
```

Results
Frontier orbital gap (eV): 9.49
Relative energy (zero: lowest compared OMol25 entry of this formula, charge and spin) (kJ/mol): 348.70
E_LUMO (eV): 0.50
DFT total energy (Ha): -254.15818

---

[4]
Computed, not measured: a single C2H5FOS2 molecule in a non-equilibrium geometry, with ωB97M-V with the def2-TZVPD basis set.

```
11
Properties=species:S:1:pos:R:3:lowdin_charge:R:1
C -1.288 0.866 -0.568 -0.1456
O -0.386 0.699 0.499 -0.2666
C 0.595 -0.280 0.460 -0.9298
S -0.009 -1.928 -0.053 0.7043
S 2.047 0.154 -0.659 0.8771
F 3.025 0.671 0.553 -0.4900
H -2.201 1.534 -0.399 0.1211
H -1.620 -0.062 -0.930 0.0097
H -0.752 1.161 -1.551 0.1066
H 1.113 -0.468 1.516 0.1286
H -0.525 -2.348 1.132 -0.1154
```

Results
Frontier orbital gap (eV): 9.33
SMILES: CO[C@@H](S)SF
Relative energy (zero: lowest compared OMol25 entry of this formula, charge and spin) (kJ/mol): 50.76
E_LUMO (eV): 0.07
DFT total energy (Ha): -1050.60016

---

[5]
Computed, not measured: a molecular structure, C2H5FeO in a non-equilibrium geometry, with ωB97M-V with the def2-TZVPD basis set.

```
9
Properties=species:S:1:pos:R:3:lowdin_charge:R:1
C -0.468 0.315 0.046 -0.2426
C 0.558 -0.685 0.593 -0.0672
H -0.724 0.882 0.970 0.1371
H -1.549 0.113 -0.110 0.1199
H 0.305 -1.013 1.613 0.0980
H 1.552 -0.219 0.689 0.0984
Fe -0.452 1.068 -2.721 1.1443
O 0.161 1.143 -1.068 -0.3729
H 0.616 -1.603 -0.012 0.0850
```

Results
<S²>: 12.013
Frontier orbital gap (alpha / beta) (eV): 9.14 / 7.95
Relative energy (zero: lowest compared OMol25 entry of this formula, charge and spin) (kJ/mol): 0.00
Net charge: +1
E_LUMO (alpha / beta) (eV): -4.43 / -8.28
Multiplicity: 7
DFT total energy (Ha): -1417.68243

---

[6]
Computed, not measured: 2 unconnected molecules or ions with the total composition C2H5IN2 in a non-equilibrium geometry, with ωB97M-V with the def2-TZVPD basis set.

```
10
Properties=species:S:1:pos:R:3:lowdin_charge:R:1
C -0.622 -1.842 0.190 -0.2829
N -1.312 -1.225 -0.619 -0.4767
I -2.593 0.294 0.030 0.6868
H -0.037 -2.585 -0.379 0.0797
H -0.412 -1.744 1.244 0.0624
C 0.790 1.741 0.049 -0.2001
N 1.207 0.601 -0.003 0.0176
H 1.251 2.658 -0.385 0.0760
H -0.217 1.817 0.508 -0.0245
H 1.945 0.286 -0.635 0.0616
```

Results
Frontier orbital gap (eV): 9.24
SMILES: C=NI.C=N
Relative energy (zero: lowest compared OMol25 entry of this formula, charge and spin) (kJ/mol): 128.96
E_LUMO (eV): 0.10
DFT total energy (Ha): -486.30804

---

[7]
Computed, not measured: a single C2H5IO molecule in a non-equilibrium geometry, with ωB97M-V with the def2-TZVPD basis set.

```
9
Properties=species:S:1:pos:R:3:lowdin_charge:R:1
C 1.023 -0.689 0.358 -0.1098
O -0.376 -0.653 0.084 -0.3176
C -0.856 0.643 -0.281 -0.6508
I -2.947 0.523 -0.937 0.7124
H 1.196 -0.248 1.355 0.0935
H 1.599 -0.186 -0.404 0.0759
H 1.347 -1.737 0.347 0.0930
H -0.247 1.024 -1.095 0.0448
H -0.739 1.323 0.572 0.0587
```

Results
Frontier orbital gap (eV): 9.89
SMILES: COCI
Relative energy (zero: lowest compared OMol25 entry of this formula, charge and spin) (kJ/mol): 65.75
E_LUMO (eV): 0.32
DFT total energy (Ha): -452.09721

---

[8]
Computed, not measured: a single C2H5IS molecule in a non-equilibrium geometry, with ωB97M-V with the def2-TZVPD basis set.

```
9
Properties=species:S:1:pos:R:3:lowdin_charge:R:1
C 0.806 -0.892 -1.048 -0.4956
S 0.964 0.417 0.138 0.6451
C -0.719 0.685 0.983 -0.9888
I -0.836 2.648 1.828 0.6856
H -0.117 -0.672 -1.686 0.0516
H 1.788 -0.906 -1.663 0.0650
H 0.654 -1.908 -0.676 0.0223
H -0.892 -0.057 1.808 0.0038
H -1.647 0.687 0.316 0.0109
```

Results
Frontier orbital gap (eV): 9.15
SMILES: CSCI
Relative energy (zero: lowest compared OMol25 entry of this formula, charge and spin) (kJ/mol): 42.34
E_LUMO (eV): 0.27
DFT total energy (Ha): -775.05021

---

[9]
Computed, not measured: a molecular structure, C2H5IS2 in a non-equilibrium geometry, with ωB97M-V with the def2-TZVPD basis set.

```
10
Properties=species:S:1:pos:R:3:lowdin_charge:R:1
C -0.088 -0.001 -1.174 -0.1950
C -0.038 -0.075 0.316 -1.0182
S -1.725 -0.485 1.526 0.5636
S 0.378 1.383 1.168 0.1755
I 2.596 1.642 0.494 0.4640
H -0.727 0.846 -1.505 0.0938
H 0.875 0.337 -1.443 0.0003
H -0.396 -0.985 -1.514 0.0857
H 0.616 -0.870 0.473 0.0259
H -1.491 -1.792 1.658 -0.1956
```

Results
Frontier orbital gap (eV): 8.24
Relative energy (zero: lowest compared OMol25 entry of this formula, charge and spin) (kJ/mol): 102.67
E_LUMO (eV): -0.42
DFT total energy (Ha): -1173.23178

---

[10]
Computed, not measured: a single C2H5ISi molecule in a non-equilibrium geometry, with ωB97M-V with the def2-TZVPD basis set.

```
9
Properties=species:S:1:pos:R:3:lowdin_charge:R:1
C -0.370 -1.392 -0.184 -0.0972
C -0.393 1.387 -0.196 -0.0955
Si 0.492 0.008 0.654 -0.0532
I 2.855 0.000 -0.085 0.3644
H -1.393 -1.618 0.069 -0.0160
H -0.117 -1.635 -1.205 -0.0116
H -0.151 1.632 -1.218 -0.0117
H -1.418 1.596 0.064 -0.0158
H 0.494 0.021 2.102 -0.0634
```

Results
Frontier orbital gap (eV): 7.06
Relative energy (zero: lowest compared OMol25 entry of this formula, charge and spin) (kJ/mol): 215.81
E_LUMO (eV): -1.54
DFT total energy (Ha): -666.28986

---

[11]
Computed, not measured: a molecular structure, C2H5MgO3Sr in a non-equilibrium geometry, with ωB97M-V with the def2-TZVPD basis set.

```
12
Properties=species:S:1:pos:R:3:lowdin_charge:R:1
O 0.778 0.164 -1.725 -0.6033
C 1.079 -1.191 -1.576 -0.3866
C 1.083 -1.699 -0.121 -0.3468
O 0.178 -0.924 0.608 -0.6416
Mg -1.739 -0.621 0.954 0.7238
H 2.006 -1.511 -2.090 0.1034
H 0.226 -1.695 -2.078 0.1019
H 2.073 -1.637 0.368 0.1045
H 0.854 -2.780 -0.105 0.1100
Sr 0.389 1.168 0.002 1.6020
O -1.217 1.320 0.964 -0.7702
H -1.755 2.096 1.110 0.0030
```

Results
<S²>: 0.751
Frontier orbital gap (alpha / beta) (eV): 5.42 / 7.24
Relative energy (zero: lowest compared OMol25 entry of this formula, charge and spin) (kJ/mol): 74.80
E_LUMO (alpha / beta) (eV): -0.39 / -0.59
Multiplicity: 2
DFT total energy (Ha): -535.68808

---

[12]
Computed, not measured: a single C2H5N molecule in a non-equilibrium geometry, with ωB97M-V with the def2-TZVPD basis set.

```
8
Properties=species:S:1:pos:R:3:lowdin_charge:R:1
H -2.347 0.598 0.005 -0.1171
N -1.861 -0.189 -0.221 0.0668
C -0.218 0.492 0.048 -0.1199
C 0.881 -0.432 -0.149 -0.2086
H -0.144 1.526 0.527 0.0842
H 0.842 -1.115 0.799 0.1031
H 1.881 0.255 -0.005 0.1174
H 0.967 -1.135 -1.005 0.0741
```

Results
Frontier orbital gap (alpha / beta) (eV): 8.75 / 10.46
SMILES: [H]/N=C/C
Relative energy (zero: lowest compared OMol25 entry of this formula, charge and spin) (kJ/mol): 422.16
E_LUMO (alpha / beta) (eV): 0.00 / 0.20
DFT total energy (Ha): -133.77263